Below is a cluster of 2 separate species, C2H7NO3 in total at a distorted geometry, with properties calculated with ωB97M-V with the def2-TZVPD basis set.

Atoms and positions in Å:
O  0.71  0.52  2.37
C  0.41  -0.64  1.95
N  -0.43  -0.78  0.81
C  -0.98  0.17  -0.09
O  -1.22  -0.46  -1.41
H  0.39  -1.58  2.57
H  -0.35  -1.72  0.49
H  -1.79  0.59  0.52
H  -0.54  1.14  -0.20
H  -0.34  -0.23  -1.94
O  1.30  0.84  -2.53
H  1.93  1.59  -2.32
H  0.96  1.29  -3.38

Values from the calculation:
SMILES: O=CNCO.O
HOMO energy: -9.47 eV
DFT total energy: -360.82427 a.u.
Energy relative to the best compared isomer or geometry (same formula, charge and spin): 56.1 kcal/mol

Atomic charges from the Mulliken analysis, expressed in e, are listed below: -0.56, 0.10, -0.12, -0.35, -0.55, 0.29, 0.23, 0.32, 0.29, 0.35, -0.67, 0.32, 0.33


Below is a cluster of 2 separate species, C2H7NO3 in total at a distorted geometry, with properties calculated with ωB97M-V with the def2-TZVPD basis set.

Atoms and positions in Å:
O  -2.22  0.71  -0.25
C  -2.40  0.89  0.93
O  -1.40  0.89  1.83
H  -3.41  0.63  1.30
H  -0.61  0.61  1.33
N  1.15  -0.68  -1.79
C  1.34  -0.89  -0.38
O  0.93  0.26  0.46
H  1.60  0.19  -2.09
H  0.15  -0.50  -1.91
H  0.70  -1.65  0.01
H  2.42  -1.03  -0.27
H  1.77  0.56  0.82

Values from the calculation:
SMILES: O=CO.NCO
HOMO energy: -10.26 eV
DFT total energy: -360.86713 a.u.
Energy relative to the best compared isomer or geometry (same formula, charge and spin): 29.2 kcal/mol

Atomic charges from the Mulliken analysis, expressed in e, are listed below: -0.46, 0.18, -0.44, 0.31, 0.46, -0.61, -0.33, -0.59, 0.26, 0.28, 0.26, 0.40, 0.29


Below is a structure of composition C2H7NO3S at a distorted geometry, with properties calculated with ωB97M-V with the def2-TZVPD basis set.

Atoms and positions in Å:
C  1.03  -1.15  -0.38
C  0.32  -0.10  0.32
N  0.53  1.22  0.04
O  -2.41  0.95  1.06
O  -2.97  -1.29  -0.13
O  -2.18  0.72  -1.39
S  -2.07  -0.12  -0.18
H  1.98  -1.32  0.05
H  0.58  -2.10  -0.57
H  1.30  -0.79  -1.38
H  0.09  -0.25  1.29
H  -0.23  1.79  0.32
H  0.60  1.47  -0.99
H  -3.43  0.94  1.04

Values from the calculation:
HOMO energy: -9.03 eV
DFT total energy: -759.00071 a.u.
Energy relative to the best compared isomer or geometry (same formula, charge and spin): 35.4 kcal/mol

Atomic charges from the Mulliken analysis, expressed in e, are listed below: -1.09, -0.03, -0.56, -0.49, -0.61, -0.56, 0.84, 0.34, 0.34, 0.32, 0.53, 0.34, 0.30, 0.33


Below is a cluster of 2 separate species, C2H7NO4 in total at a distorted geometry, with properties calculated with ωB97M-V with the def2-TZVPD basis set.

Atoms and positions in Å:
C  0.08  1.73  0.14
N  0.33  0.36  0.53
O  -0.62  -0.47  1.89
H  -0.59  -1.44  1.87
H  1.22  0.23  0.99
H  0.30  2.41  0.96
H  -0.97  1.82  -0.15
H  0.71  1.97  -0.73
C  0.04  -0.90  -0.59
O  -1.15  -0.59  -1.22
O  1.06  -0.76  -1.52
O  0.06  -1.95  0.15
H  1.39  -1.65  -1.72
H  -1.86  -0.76  -0.58

Values from the calculation:
HOMO energy (alpha / beta): -9.24 / -9.25 eV
DFT total energy: -435.97078 a.u.
Energy relative to the best compared isomer or geometry (same formula, charge and spin): 114.6 kcal/mol

Atomic charges from the Mulliken analysis, expressed in e, are listed below: -0.74, -0.14, -0.41, 0.37, 0.37, 0.33, 0.28, 0.33, 0.82, -0.50, -0.53, -0.86, 0.35, 0.34


Below is a cluster of 2 separate species, C2H7NO5 in total at a distorted geometry, with properties calculated with ωB97M-V with the def2-TZVPD basis set.

Atoms and positions in Å:
O  -0.99  -0.09  -1.43
C  -1.02  0.15  -0.25
O  -1.94  -0.25  0.61
N  -0.14  1.24  0.25
O  -0.71  2.07  1.21
O  0.40  1.98  -0.80
H  -1.67  -0.04  1.52
H  -1.37  2.65  0.77
H  0.02  1.57  -1.61
C  1.31  -1.87  -0.25
O  0.69  -1.06  0.73
H  0.72  -2.78  -0.34
H  2.33  -2.13  0.04
H  1.32  -1.37  -1.22
H  1.05  -0.07  0.76

Values from the calculation:
SMILES: O=C(O)N(O)O.CO
HOMO energy: -9.84 eV
DFT total energy: -511.23757 a.u.
Energy relative to the best compared isomer or geometry (same formula, charge and spin): 104.9 kcal/mol

Atomic charges from the Mulliken analysis, expressed in e, are listed below: -0.63, 0.87, -0.46, -0.08, -0.43, -0.41, 0.35, 0.35, 0.35, -0.59, -0.51, 0.24, 0.27, 0.26, 0.42


Below is an isolated molecule of C2H7NOS at a distorted geometry, with properties calculated with ωB97M-V with the def2-TZVPD basis set.

Atoms and positions in Å:
C  1.45  -0.13  -0.75
C  0.68  0.17  0.63
S  -1.20  -0.11  0.38
N  -2.06  0.97  -0.27
O  -1.28  -1.51  -0.01
H  1.68  -1.32  -0.73
H  0.73  0.16  -1.61
H  2.46  0.29  -0.90
H  0.92  -0.49  1.42
H  0.60  1.11  1.08
H  -1.45  0.09  1.79
H  -2.56  0.75  -1.03

Values from the calculation:
SMILES: CC[S@@H](=N)=O
HOMO energy: -9.65 eV
DFT total energy: -608.46222 a.u.
Energy relative to the best compared isomer or geometry (same formula, charge and spin): 84.7 kcal/mol

Atomic charges from the Mulliken analysis, expressed in e, are listed below: -0.85, -0.60, 0.58, -0.61, -0.56, 0.24, 0.25, 0.34, 0.37, 0.43, 0.14, 0.27


Below is a cluster of 2 separate species, C2H7NOSi in total at a distorted geometry, with properties calculated with ωB97M-V with the def2-TZVPD basis set.

Atoms and positions in Å:
C  2.14  0.14  -0.95
C  -0.49  1.22  -0.26
N  2.86  -0.05  -0.06
O  -0.19  -0.16  -0.05
Si  -1.27  -1.26  0.34
H  -1.31  1.51  0.24
H  -0.63  1.38  -1.33
H  0.43  1.87  -0.03
H  3.34  0.04  0.81
H  -2.27  -1.19  -0.62
H  -0.78  -2.65  0.20
H  -1.83  -0.85  1.72

Values from the calculation:
HOMO energy: -10.29 eV
DFT total energy: -499.81365 a.u.
Energy relative to the best compared isomer or geometry (same formula, charge and spin): 65.4 kcal/mol

Atomic charges from the Mulliken analysis, expressed in e, are listed below: -0.14, -0.75, -0.19, -0.03, 0.28, 0.43, 0.30, 0.21, 0.29, -0.17, -0.12, -0.13


Below is a cluster of 2 separate species, C2H7NOSi in total at a distorted geometry, with properties calculated with ωB97M-V with the def2-TZVPD basis set.

Atoms and positions in Å:
C  -2.71  0.24  0.43
C  -0.85  -0.79  -0.52
N  0.13  -0.31  0.03
O  1.39  -0.73  -0.25
Si  2.70  0.33  -0.07
H  -2.57  1.09  -0.14
H  -3.51  -0.45  0.18
H  -2.29  0.23  1.42
H  -1.23  -1.36  -1.26
H  3.68  -0.76  0.09
H  2.78  1.39  -1.11
H  2.49  1.11  1.21

Values from the calculation:
HOMO energy: -8.33 eV
DFT total energy: -499.69841 a.u.
Energy relative to the best compared isomer or geometry (same formula, charge and spin): 137.7 kcal/mol

Atomic charges from the Mulliken analysis, expressed in e, are listed below: -0.85, -0.09, -0.29, -0.19, 0.41, 0.32, 0.29, 0.27, 0.38, -0.08, -0.09, -0.09


Below is a cluster of 2 separate species, C2H7NOSi in total at a distorted geometry, with properties calculated with ωB97M-V with the def2-TZVPD basis set.

Atoms and positions in Å:
C  0.73  1.57  -1.31
C  0.01  1.22  -0.28
N  -1.43  -1.24  0.09
O  1.27  -1.47  0.35
Si  0.03  -0.47  0.51
H  0.38  2.36  -1.85
H  1.74  1.27  -1.65
H  -0.99  1.68  -0.02
H  -1.34  -2.30  0.27
H  -2.17  -0.63  0.23
H  1.63  -2.06  1.11
H  0.15  0.07  2.53

Values from the calculation:
HOMO energy: -8.51 eV
DFT total energy: -499.85159 a.u.
Energy relative to the best compared isomer or geometry (same formula, charge and spin): 41.5 kcal/mol

Atomic charges from the Mulliken analysis, expressed in e, are listed below: -0.72, -0.05, -0.43, -0.47, 0.25, 0.26, 0.24, 0.25, 0.24, 0.22, 0.36, -0.14


Below is the ion C2H7NP with charge +1 at a distorted geometry, with properties calculated with ωB97M-V with the def2-TZVPD basis set.

Atoms and positions in Å:
H  -3.01  -1.05  -0.86
P  -2.40  0.16  -0.14
C  -0.93  -0.55  -0.07
C  0.28  0.09  0.69
N  1.38  0.56  -0.30
H  -0.79  -1.52  -0.56
H  0.84  -0.53  1.41
H  -0.05  1.03  1.31
H  1.85  1.33  0.10
H  0.83  0.73  -1.09
H  1.99  -0.25  -0.50

Values from the calculation:
SMILES: [H]/P=C/C[NH3+]
HOMO energy: -14.36 eV
Net charge: +1
DFT total energy: -476.18812 a.u.
Energy relative to the best compared isomer or geometry (same formula, charge and spin): 0.0 kcal/mol

Atomic charges from the Mulliken analysis, expressed in e, are listed below: 0.09, -0.02, -0.27, -0.56, -0.29, 0.33, 0.33, 0.35, 0.32, 0.36, 0.37